Record 1
DFT (wB97M-V/def2-TZVPD) results for C18H30N3ORh as an isolated structure.

Properties
Strongest force on any atom   13.410 eV Å⁻¹
E_LUMO (alpha / beta)   -6.12 / -10.39 eV
Expectation value of S²   6.008
Orbital gap (alpha / beta)   8.34 / 5.24 eV
Multiplicity   5
Total charge   +2

Last column: Mulliken spin population.
CARTESIAN COORDINATES (ANGSTROEM)
1 Rh -0.19 0.38 -0.21  2.618
2 O 1.70 -1.87 -1.29  0.061
3 N 2.82 -2.70 0.52  -0.003
4 N 0.49 -0.32 2.89  0.021
5 N 1.08 -1.11 0.79  0.146
6 C 1.31 1.52 -0.90  0.130
7 C 1.85 -1.89 -0.06  -0.048
8 C 2.28 -1.93 2.68  0.002
9 C -3.32 -1.69 -0.37  0.000
10 C 1.53 2.57 1.48  -0.010
11 C 3.05 -2.69 1.86  0.020
12 C 0.46 1.00 -3.31  0.024
13 C -1.62 3.00 0.97  0.035
14 C 1.28 -1.12 2.12  -0.044
15 C -2.26 2.06 -1.99  0.053
16 C -4.83 -1.80 -0.56  0.005
17 C -0.94 1.92 -1.29  0.074
18 C 0.75 2.14 0.28  0.192
19 C 3.67 -3.50 -0.35  0.001
20 C -2.87 -0.98 0.92  -0.005
21 C -0.64 2.36 0.02  0.215
22 C 0.26 1.43 -1.89  0.345
23 C 2.75 1.25 -1.14  0.016
24 H 3.25 0.98 -0.20  0.003
25 H -1.25 2.97 2.00  -0.009
26 H -2.30 1.42 -2.88  -0.005
27 H 3.08 -4.20 -0.94  0.000
28 H -3.18 -1.59 1.79  0.006
29 H -2.57 2.46 0.91  0.014
30 H 4.23 -2.86 -1.02  0.000
31 H -2.88 -1.15 -1.21  0.004
32 H 2.87 0.42 -1.85  0.005
33 H 3.26 2.12 -1.55  0.015
34 H 2.48 -1.88 3.76  0.000
35 H -2.46 3.10 -2.31  0.021
36 H 1.12 0.14 -3.33  0.004
37 H -5.31 -2.42 0.21  0.001
38 H 2.05 3.54 1.34  0.019
39 H -0.51 0.72 -3.74  0.001
40 H 2.30 1.82 1.71  0.007
41 H -1.81 4.06 0.70  0.015
42 H 0.89 1.78 -3.96  0.018
43 H -5.05 -2.27 -1.52  0.001
44 H 0.64 -0.26 3.89  -0.001
45 H -1.76 -0.82 0.94  0.033
46 H 3.88 -3.31 2.21  0.001
47 H 4.37 -4.06 0.26  0.000
48 H -3.05 1.76 -1.30  0.001
49 H -5.33 -0.83 -0.56  0.000
50 H -2.89 -2.69 -0.38  -0.005
51 H 0.87 2.68 2.34  0.000
52 H -3.34 0.00 1.04  -0.007
53 H -0.21 0.30 2.48  0.011



Record 2
DFT (wB97M-V/def2-TZVPD) results for a 2-piece molecular cluster, C3H7NO3 overall.

Properties
Strongest force on any atom   4.242 eV Å⁻¹
E_LUMO   0.55 eV
Orbital gap   11.44 eV
SMILES string   CC(O)(O)C#N.O
Total charge   0

Last column: Mulliken charge in e.
CARTESIAN COORDINATES (ANGSTROEM)
1 O -0.94 -0.48 -0.53  -0.503
2 O 1.40 -2.07 -0.91  -0.577
3 O -0.38 -0.06 1.62  -0.550
4 N 2.26 0.82 -0.23  -0.450
5 C -1.18 1.68 0.15  -1.157
6 C -0.28 0.35 0.32  0.965
7 C 1.18 0.57 0.03  0.017
8 H 2.20 -1.74 -0.66  0.251
9 H -1.52 1.70 -0.83  0.355
10 H -1.33 -0.34 1.72  0.358
11 H 1.64 -2.95 -1.23  0.281
12 H -1.94 1.46 0.86  0.317
13 H -0.54 2.51 0.30  0.362
14 H -0.55 -1.44 -0.59  0.331



Record 3
DFT (wB97M-V/def2-TZVPD) results for C50H40Cl4N5O4SSbSiTi as an isolated structure.

Properties
Strongest force on any atom   1.582 eV Å⁻¹
E_LUMO (alpha / beta)   4.07 / 4.06 eV
Expectation value of S²   2.037
Orbital gap (alpha / beta)   4.85 / 6.15 eV
Multiplicity   3
Total charge   -2

Last column: Mulliken spin population.
CARTESIAN COORDINATES (ANGSTROEM)
1 Sb -1.92 0.39 2.10  -0.022
2 Ti 0.78 -0.54 -0.26  0.011
3 Cl 1.98 0.60 4.34  0.000
4 Cl 4.42 -1.11 5.44  0.000
5 Cl 5.64 -3.37 3.63  0.000
6 Cl 4.45 -3.88 0.75  0.000
7 S 0.06 -0.94 -3.43  0.024
8 Si 2.85 -0.15 -1.73  0.019
9 O -0.94 0.09 -0.63  0.025
10 O 2.18 -2.05 0.11  0.005
11 O 1.22 -0.15 1.57  0.020
12 O 1.00 1.48 -0.35  0.058
13 N -0.40 -2.41 0.58  0.171
14 N 0.19 -1.76 -1.94  0.179
15 N -0.99 -3.64 -2.80  -0.008
16 N -1.03 1.21 -1.42  0.585
17 N 0.04 1.97 -1.15  0.030
18 C -4.85 -2.51 0.74  0.010
19 C 0.49 -2.19 -5.85  -0.012
20 C 5.36 -0.42 -0.31  0.002
21 C -2.51 4.56 0.65  -0.001
22 C 6.29 -0.16 0.70  -0.001
23 C 3.77 -1.42 3.86  0.001
24 C -0.60 -4.58 -4.99  0.021
25 C -0.50 -3.52 -4.10  -0.010
26 C -1.52 -4.45 -0.07  0.094
27 C -0.85 3.75 -2.51  0.159
28 C -4.02 -1.69 1.48  -0.008
29 C -1.64 -4.82 1.24  -0.019
30 C 1.17 4.09 -1.20  0.121
31 C 2.93 1.25 -3.02  -0.006
32 C 4.19 0.33 -0.45  -0.001
33 C -5.46 1.27 4.78  0.001
34 C -4.68 0.84 3.72  -0.001
35 C 3.79 -2.65 1.78  0.005
36 C 3.99 1.36 0.48  -0.003
37 C -1.42 5.21 1.21  -0.007
38 C -3.52 -0.50 0.95  -0.005
39 C -0.84 -3.25 -0.41  0.076
40 C -0.48 4.49 1.92  0.014
41 C -0.50 -2.82 1.84  -0.095
42 C -4.72 -0.97 -1.09  0.003
43 C -0.18 -4.45 -6.30  -0.008
44 C 6.06 0.87 1.60  0.001
45 C 1.22 5.39 -1.65  -0.057
46 C 0.04 -2.30 -4.54  0.013
47 C -2.67 3.19 0.83  0.007
48 C 4.31 -2.41 3.06  -0.001
49 C -1.74 2.46 1.56  -0.004
50 C 3.55 -1.65 -2.65  0.006
51 C -3.89 -0.15 -0.35  -0.002
52 C 2.70 -0.65 3.37  -0.002
53 C -0.54 -2.85 -1.73  0.247
54 C 0.12 3.25 -1.62  -0.114
55 C -5.20 -2.16 -0.55  -0.005
56 C -3.30 1.05 3.69  0.002
57 C 2.20 -0.85 2.10  -0.005
58 C 2.73 -1.89 1.28  -0.006
59 C -2.73 1.70 4.79  0.001
60 C -0.63 3.11 2.08  -0.002
61 C 0.26 5.91 -2.51  0.124
62 C -1.08 -4.01 2.24  0.223
63 C 0.37 -3.25 -6.74  0.027
64 C 4.91 1.63 1.48  0.001
65 C -0.77 5.07 -2.93  -0.051
66 C -3.50 2.13 5.86  0.001
67 C -4.87 1.92 5.86  -0.001
68 H -0.27 -5.28 -6.98  0.000
69 H 4.46 -1.39 -3.21  0.000
70 H -2.16 -5.74 1.50  0.000
71 H 0.13 2.54 2.60  -0.003
72 H 2.96 2.24 -2.55  0.002
73 H -0.10 -2.14 2.58  0.001
74 H -1.64 3.10 -2.83  0.027
75 H -1.97 -5.08 -0.84  0.052
76 H -1.53 5.45 -3.60  -0.003
77 H 0.39 4.99 2.34  0.004
78 H 3.77 -2.46 -1.96  -0.001
79 H -3.73 -1.98 2.49  0.008
80 H 6.77 1.06 2.40  0.000
81 H -5.83 -2.82 -1.14  0.000
82 H -1.32 -4.55 -2.55  -0.009
83 H -3.03 2.63 6.70  0.000
84 H 7.18 -0.77 0.79  0.000
85 H 0.91 -1.24 -6.16  0.001
86 H -1.66 1.87 4.81  0.000
87 H -5.16 0.34 2.88  0.000
88 H -3.53 2.69 0.39  0.003
89 H 4.71 2.43 2.19  0.000
90 H 2.06 1.23 -3.69  0.003
91 H -5.21 -3.44 1.17  0.003
92 H 5.55 -1.24 -0.99  0.000
93 H -1.31 6.28 1.08  0.003
94 H 0.72 -3.14 -7.76  0.003
95 H 0.31 6.93 -2.85  0.015
96 H -4.97 -0.70 -2.11  -0.001
97 H 1.92 3.69 -0.53  0.025
98 H 3.83 1.14 -3.63  0.000
99 H 2.03 6.03 -1.31  -0.004
100 H -1.04 -5.52 -4.65  0.001
101 H -6.53 1.09 4.78  0.000
102 H 2.81 -2.02 -3.37  0.000
103 H 3.07 1.94 0.43  0.002
104 H -5.48 2.25 6.69  0.000
105 H -3.48 0.74 -0.81  0.014
106 H -1.13 -4.27 3.28  0.021
107 H -3.23 5.12 0.06  0.001



Record 4
DFT (wB97M-V/def2-TZVPD) results for a single C5H7N molecule.

Properties
Strongest force on any atom   2.047 eV Å⁻¹
E_LUMO   1.21 eV
Orbital gap   9.42 eV
SMILES string   C1[C@H]2[C@@H]1N1C[C@@H]21
Total charge   0

Last column: Mulliken charge in e.
CARTESIAN COORDINATES (ANGSTROEM)
1 N -0.65 0.77 -0.77  -0.457
2 C -0.61 0.77 0.71  -0.172
3 C 0.68 0.11 -0.83  -0.076
4 C 1.04 -0.99 0.07  -0.637
5 C 0.86 0.31 0.79  -0.147
6 C -1.56 -0.08 -0.04  -0.172
7 H 0.33 -1.80 0.19  0.134
8 H 2.07 -1.31 0.04  0.229
9 H 1.52 1.07 0.41  0.243
10 H -2.58 0.28 -0.13  0.222
11 H 1.35 0.43 -1.63  0.388
12 H -0.98 1.61 1.30  0.300
13 H -1.47 -1.16 -0.11  0.144



Record 5
DFT (wB97M-V/def2-TZVPD) results for a 2-piece molecular cluster, ClFH2NPS overall.

Properties
Strongest force on any atom   6.701 eV Å⁻¹
E_LUMO (alpha / beta)   -3.90 / -3.90 eV
Orbital gap (alpha / beta)   5.09 / 5.10 eV
Total charge   0

Last column: Mulliken charge in e.
CARTESIAN COORDINATES (ANGSTROEM)
1 Cl -1.70 1.65 0.59  -0.102
2 S -1.91 -1.79 0.65  -0.263
3 P -1.12 -0.14 -0.12  0.598
4 F -1.75 -0.11 -1.66  -0.246
5 N 2.15 0.19 -0.06  -0.445
6 H 1.69 0.77 0.55  0.254
7 H 2.64 -0.58 0.05  0.204



Record 6
DFT (wB97M-V/def2-TZVPD) results for a 2-piece molecular cluster, C30H27F5N3O2 overall.

Properties
Strongest force on any atom   1.178 eV Å⁻¹
E_LUMO   -2.83 eV
Orbital gap   8.43 eV
Total charge   +1

Last column: Mulliken charge in e.
CARTESIAN COORDINATES (ANGSTROEM)
1 F 2.99 -0.22 -3.32  -0.270
2 F 1.12 1.34 -3.34  -0.352
3 F 1.43 -1.61 -2.84  -0.220
4 F 2.74 -0.91 -1.29  -0.241
5 F -0.12 0.28 -1.91  -0.241
6 O -4.52 -5.52 -0.08  -0.651
7 O 0.65 -6.50 -1.04  -0.656
8 N 1.80 2.97 -1.43  0.010
9 N 2.14 2.76 0.67  0.266
10 N -0.51 2.47 2.60  -0.496
11 C -2.82 -7.14 -0.28  0.201
12 C 1.67 0.30 1.12  -0.338
13 C -0.16 1.07 2.78  -0.710
14 C -3.22 -9.50 -0.03  -0.476
15 C 1.12 7.17 0.51  0.943
16 C -1.03 -4.89 -0.73  0.015
17 C -0.05 7.91 0.60  -0.655
18 C -0.13 5.39 -0.50  -0.321
19 C 1.09 5.88 -0.05  0.719
20 C -1.27 7.41 0.15  -0.626
21 C 2.40 7.79 1.02  -1.712
22 C -1.01 -8.71 -0.58  -0.569
23 C -1.96 -2.28 -0.64  -0.629
24 C -3.35 -5.75 -0.27  0.644
25 C -3.69 -8.20 -0.01  -0.582
26 C 1.32 0.66 2.57  -0.946
27 C -0.15 -3.84 -0.90  -0.944
28 C 2.12 3.63 -0.34  -0.489
29 C 2.39 5.08 -0.15  -0.890
30 C 1.79 1.50 0.22  0.313
31 C -1.47 -7.40 -0.55  0.188
32 C 1.14 0.66 -2.17  1.175
33 C -0.52 -6.29 -0.80  0.517
34 C 1.58 1.63 -1.11  -0.511
35 C -2.38 -4.63 -0.49  0.218
36 C -2.85 -3.32 -0.46  -0.988
37 C -1.30 6.14 -0.40  -0.901
38 C -1.88 -9.76 -0.32  -0.489
39 C 2.11 -0.56 -2.40  0.710
40 C -0.61 -2.53 -0.85  0.636
41 H -0.23 4.41 -0.95  0.415
42 H 2.52 7.63 2.09  0.350
43 H 0.02 3.09 3.20  0.263
44 H 0.03 -8.91 -0.81  0.477
45 H -0.78 0.48 2.11  0.350
46 H 0.08 -1.72 -0.98  0.287
47 H -0.48 2.78 1.64  0.205
48 H -0.03 8.90 1.03  0.444
49 H -3.89 -10.32 0.18  0.405
50 H 2.35 3.02 1.62  0.357
51 H 3.25 7.37 0.49  0.349
52 H -3.90 -3.13 -0.29  0.480
53 H 1.98 1.41 3.00  0.382
54 H -2.32 -1.26 -0.60  0.467
55 H 1.70 3.41 -2.33  0.334
56 H 0.90 -4.04 -1.07  0.500
57 H 1.49 -0.24 3.15  0.441
58 H 2.39 8.84 0.80  0.473
59 H 2.88 5.17 0.81  0.446
60 H -2.22 5.73 -0.77  0.427
61 H 3.05 5.47 -0.93  0.515
62 H -1.52 -10.78 -0.35  0.407
63 H -0.43 0.79 3.79  0.370
64 H 0.88 -0.34 0.74  -0.095
65 H 2.62 -0.22 1.07  0.407
66 H -4.73 -7.99 0.21  0.476
67 H -2.18 7.97 0.20  0.413